1.
{
  "formula": "C44H35AgBr2OP2",
  "method": "ωB97M-V with the def2-TZVPD basis set",
  "elements": ["Ag", "Br", "C", "Br", "H", "H", "O", "C", "C", "C", "C", "C", "C", "P", "C", "C", "C", "C", "C", "C", "C", "C", "C", "C", "C", "C", "C", "C", "C", "C", "C", "C", "P", "C", "C", "C", "C", "C", "C", "C", "C", "C", "C", "C", "C", "H", "H", "H", "H", "H", "H", "H", "H", "H", "H", "H", "H", "H", "H", "H", "H", "H", "H", "H", "H", "H", "H", "H", "H", "H", "H", "H", "H", "C", "C", "C", "C", "C", "C", "C", "H", "H", "H", "H", "H"],
  "coordinates": [[-1.084663, -1.130244, 1.147091], [-0.791801, -1.116947, 5.190735], [-1.360107, -1.790767, 3.347463], [-2.205838, -3.629632, 0.456880], [-2.438603, -1.744889, 3.465254], [-1.093600, -2.840384, 3.422816], [1.938884, -1.297361, -1.902513], [1.426545, -1.350209, -3.183603], [2.159646, -1.891006, -4.229938], [1.606394, -1.927688, -5.501938], [0.326824, -1.437243, -5.708660], [-0.415490, -0.961282, -4.630335], [0.102789, -0.929302, -3.338353], [-0.910255, -0.643028, -1.789526], [-2.581148, -0.744601, -2.574102], [-3.161496, -2.006776, -2.713221], [-4.439166, -2.142767, -3.246512], [-5.161013, -1.017035, -3.630355], [-4.597255, 0.244870, -3.482081], [-3.315518, 0.376904, -2.954392], [-0.709107, 1.128649, -1.479428], [0.154552, 1.945397, -2.211303], [0.419183, 3.257866, -1.835903], [-0.202085, 3.745487, -0.679791], [-1.054521, 2.960404, 0.070786], [-1.382620, 1.621560, -0.304229], [3.026951, -0.519014, -1.562216], [4.039790, -0.190829, -2.456317], [5.136373, 0.536073, -2.009702], [5.222539, 0.932614, -0.686964], [4.178670, 0.634128, 0.185646], [3.059362, -0.078769, -0.226602], [1.536883, -0.394501, 0.826808], [1.736226, 0.968131, 2.044978], [1.737724, 2.278217, 1.551317], [1.773262, 3.362239, 2.417107], [1.783901, 3.154586, 3.794545], [1.746594, 1.859040, 4.291002], [1.724426, 0.772427, 3.420201], [2.202023, -1.890660, 1.702432], [3.347194, -1.862370, 2.500630], [3.800998, -3.009911, 3.136628], [3.117493, -4.211884, 2.972599], [1.991079, -4.258162, 2.164228], [1.536581, -3.105117, 1.530804], [3.138526, -2.310923, -4.043584], [2.175252, -2.348552, -6.322724], [-0.109259, -1.451000, -6.702141], [-1.434040, -0.627273, -4.791369], [-2.625874, -2.880853, -2.358271], [-4.884132, -3.129755, -3.323161], [-6.169314, -1.120662, -4.018952], [-5.160839, 1.128980, -3.760095], [-2.875905, 1.361349, -2.826866], [0.644231, 1.538436, -3.089676], [1.100461, 3.874782, -2.409254], [-0.006042, 4.764987, -0.358152], [-1.515938, 3.376888, 0.958596], [-2.922032, 0.163374, -0.296579], [3.980383, -0.477416, -3.494470], [5.925640, 0.787177, -2.710133], [6.081662, 1.493636, -0.336115], [4.217117, 1.004320, 1.204012], [1.687727, 2.449238, 0.478443], [1.760930, 4.370539, 2.015113], [1.792152, 4.000973, 4.474195], [1.703266, 1.678287, 5.360094], [1.655327, -0.228636, 3.823543], [3.886509, -0.930689, 2.637241], [4.683120, -2.964398, 3.768227], [3.456776, -5.104520, 3.489439], [1.435437, -5.181857, 2.037583], [0.640680, -3.159160, 0.922374], [-2.355646, 0.805112, 0.365934], [-3.112036, 1.210660, 1.553726], [-2.510080, 1.796372, 2.679534], [-3.247041, 2.136425, 3.805054], [-4.616139, 1.895427, 3.862767], [-5.230158, 1.292846, 2.767266], [-4.492993, 0.960463, 1.637325], [-1.432273, 1.922922, 2.690737], [-2.737126, 2.553743, 4.665055], [-5.184078, 2.141158, 4.752522], [-6.292611, 1.072990, 2.796124], [-4.980278, 0.478374, 0.794671]],
  "forces_ev_per_angstrom": [[-0.2, 0.1, 0.7], [0.1, 0.1, -0.1], [0.2, 0.2, -0.3], [0.0, -0.2, -0.2], [-0.2, 0.0, 0.0], [0.1, -0.2, 0.1], [0.2, 0.0, 0.2], [0.1, 0.1, 0.1], [-0.1, 0.0, 0.0], [0.0, 0.0, 0.0], [-0.1, 0.1, 0.1], [0.0, -0.1, -0.1], [0.0, 0.0, 0.1], [0.0, 0.0, -0.4], [-0.1, 0.0, 0.0], [-0.1, 0.0, 0.0], [0.1, 0.1, 0.0], [0.1, 0.0, 0.0], [0.1, -0.1, 0.1], [0.0, 0.0, -0.1], [0.2, 0.1, 0.0], [-0.1, -0.1, 0.2], [-0.1, -0.1, 0.1], [-0.1, -0.1, 0.0], [0.0, 0.0, -0.2], [-0.2, 0.1, 0.1], [-0.2, 0.0, 0.0], [0.0, 0.1, 0.1], [0.0, 0.0, 0.0], [-0.1, 0.0, 0.1], [0.0, 0.1, 0.0], [-0.3, 0.0, -0.3], [0.5, -0.3, 0.2], [0.1, 0.1, -0.1], [0.1, -0.1, 0.0], [0.0, -0.1, 0.0], [0.0, 0.0, -0.1], [0.0, 0.0, 0.0], [0.0, 0.0, 0.1], [0.0, 0.0, 0.0], [0.0, 0.0, 0.0], [0.0, 0.0, 0.0], [0.0, 0.0, 0.0], [0.0, 0.0, 0.0], [0.0, 0.1, 0.1], [0.0, 0.0, 0.0], [0.0, 0.0, 0.0], [0.0, 0.0, 0.1], [0.0, 0.0, 0.0], [0.0, 0.0, 0.0], [0.0, 0.1, 0.0], [0.1, 0.0, 0.0], [0.0, 0.0, 0.0], [0.0, 0.0, 0.0], [0.0, 0.0, 0.0], [0.0, 0.0, 0.0], [0.0, 0.0, 0.0], [0.0, 0.0, -0.1], [-0.1, -0.1, 0.0], [0.0, 0.0, 0.0], [0.0, 0.0, 0.0], [0.0, 0.0, 0.0], [0.0, 0.0, 0.0], [0.1, 0.0, 0.1], [0.0, -0.1, 0.0], [0.0, 0.0, 0.0], [0.0, 0.0, -0.1], [0.0, 0.0, 0.0], [0.0, 0.0, 0.0], [-0.1, 0.0, 0.0], [0.0, 0.0, 0.0], [0.0, 0.1, 0.0], [-0.1, 0.0, 0.0], [0.3, 0.4, -0.2], [0.1, 0.0, -0.1], [0.0, 0.0, 0.1], [0.0, -0.1, -0.1], [0.0, -0.1, -0.2], [0.1, 0.0, 0.0], [-0.1, 0.0, 0.1], [0.0, 0.0, 0.0], [0.0, 0.0, 0.0], [0.0, 0.0, 0.0], [0.0, 0.0, 0.0], [0.0, 0.0, 0.0]],
  "total_charge": -2,
  "homo_lumo_gap_ha": 0.1799,
  "molar_mass_da": 909.39,
  "de_lowest_kcal_mol": 6.1,
  "e_lumo_ev": 4.21
}



2.
{
  "formula": "C44H36ClGaN4O2P2S",
  "method": "ωB97M-V with the def2-TZVPD basis set",
  "elements": ["Ga", "N", "P", "C", "C", "C", "C", "C", "C", "C", "C", "C", "C", "C", "C", "P", "C", "C", "C", "C", "C", "C", "C", "C", "C", "C", "C", "C", "H", "H", "H", "H", "H", "H", "H", "H", "H", "H", "H", "H", "H", "H", "H", "H", "H", "H", "H", "H", "H", "O", "S", "O", "N", "C", "C", "C", "C", "C", "C", "C", "C", "N", "C", "C", "C", "C", "C", "C", "C", "H", "H", "H", "H", "H", "H", "H", "H", "H", "H", "H", "Cl", "C", "C", "C", "C", "N", "C", "H", "H", "H", "H"],
  "coordinates": [[-0.508196, -0.345323, 0.512591], [1.771009, 1.268088, -1.112136], [2.641754, 0.370981, 0.038620], [3.834944, -0.548266, -0.997393], [5.124929, -0.947871, -0.544473], [5.890133, -1.705136, -1.353446], [5.493881, -2.131221, -2.663864], [4.190731, -1.753747, -3.052076], [3.418717, -0.879758, -2.283130], [3.726171, 1.539113, 1.024495], [3.856427, 1.241687, 2.392001], [4.759492, 2.009110, 3.116082], [5.421149, 3.072211, 2.496017], [5.234333, 3.336464, 1.166200], [4.444131, 2.551396, 0.420475], [0.203819, 1.540035, -0.679436], [-0.033517, 3.141403, 0.135060], [0.198792, 4.259215, -0.655981], [-0.020467, 5.493329, -0.122800], [-0.527224, 5.648572, 1.156905], [-0.799143, 4.528841, 1.956478], [-0.534654, 3.250011, 1.420920], [-0.756713, 1.519355, -2.219912], [-0.488474, 0.520811, -3.151479], [-1.152141, 0.542081, -4.367710], [-2.134420, 1.476408, -4.622899], [-2.545623, 2.344808, -3.588099], [-1.815652, 2.370830, -2.403064], [2.331256, 1.817454, -1.787202], [5.358948, -0.730544, 0.475884], [6.958617, -1.878726, -1.037883], [6.138462, -2.636663, -3.316212], [3.797463, -2.030885, -4.033062], [2.533905, -0.499061, -2.823837], [3.523527, 0.295592, 2.820795], [4.891747, 1.967480, 4.169276], [6.052402, 3.740337, 3.055147], [5.713145, 4.168491, 0.637907], [4.432805, 2.628331, -0.638593], [0.497453, 4.221285, -1.741535], [0.162949, 6.305502, -0.684275], [-0.741864, 6.610807, 1.447385], [-1.219951, 4.645572, 2.914174], [-0.510187, 2.466967, 2.073937], [0.458937, 0.020836, -3.104995], [-0.871569, -0.151800, -5.132002], [-2.667392, 1.477739, -5.585262], [-3.432555, 3.029264, -3.654620], [-2.026143, 3.109929, -1.599774], [-4.198465, 0.672536, -0.329190], [-3.353169, 0.071844, 0.668425], [-2.493076, 0.938678, 1.447195], [-2.222291, -0.957543, 0.027247], [-2.387427, -1.644578, -1.156694], [-3.544523, -1.849862, -1.887270], [-3.532454, -2.759469, -2.992464], [-2.371328, -3.387968, -3.438151], [-1.199305, -3.157420, -2.736973], [0.091312, -3.669816, -3.042791], [1.153588, -3.427573, -2.233169], [0.996402, -2.593635, -1.097586], [-0.109892, -2.011170, -0.815744], [-1.222034, -2.292001, -1.602963], [-4.536341, -0.813514, 1.722874], [-5.684819, -1.291159, 1.200685], [-6.559701, -1.965683, 2.028047], [-6.227544, -2.093943, 3.405825], [-5.080774, -1.503490, 3.881450], [-4.201070, -0.859194, 3.085471], [-4.480413, -1.317578, -1.662437], [-4.528346, -2.903318, -3.500061], [-2.309708, -3.856901, -4.424837], [0.262371, -4.241939, -3.957532], [2.152402, -3.740465, -2.529749], [1.807162, -2.220154, -0.389157], [-6.080562, -1.041617, 0.207066], [-7.435182, -2.312349, 1.594096], [-6.842405, -2.552052, 4.144109], [-4.959549, -1.428271, 4.959164], [-3.271859, -0.435827, 3.443204], [2.172549, -0.821709, 5.635114], [1.007967, -1.329758, 4.444440], [0.307512, -2.535336, 4.765354], [-0.589662, -3.040498, 3.817099], [-0.780364, -2.377812, 2.631292], [-0.080555, -1.244997, 2.267385], [0.790206, -0.734505, 3.184767], [0.473462, -3.011328, 5.744725], [-1.068635, -3.934324, 4.181524], [-1.384004, -2.831943, 1.899002], [1.244393, 0.216340, 2.938001]],
  "forces_ev_per_angstrom": [[0.5, -1.3, -0.2], [1.1, 0.1, -0.3], [1.3, -0.3, 1.3], [0.0, 0.7, -0.3], [-2.9, 0.4, 0.2], [3.0, -1.1, -1.8], [-2.3, 1.8, 2.3], [1.2, 0.0, -0.5], [0.2, -0.6, -0.6], [-1.2, -1.9, -0.1], [1.1, -0.1, -0.5], [0.0, 1.3, -0.5], [-0.3, 0.0, 0.7], [1.4, 1.7, -0.5], [-1.3, -1.4, -0.4], [-0.8, 1.1, -0.4], [-0.1, -1.1, -0.8], [0.3, -0.2, -1.5], [-0.6, -1.8, 1.8], [0.0, -2.5, -0.2], [0.7, -0.1, -2.1], [0.7, 3.1, -0.5], [0.5, -0.7, 0.8], [0.7, 1.1, -0.8], [0.1, 0.0, 0.2], [-1.5, 0.5, 0.5], [-0.4, 0.4, -0.2], [-0.8, 1.2, 0.6], [-0.9, -0.2, 0.4], [0.6, 0.3, 0.3], [-1.3, -0.2, -0.3], [0.8, -0.8, -0.6], [0.3, 0.0, 0.2], [0.3, -0.2, 1.0], [-0.5, 0.4, -0.1], [0.1, -0.7, 0.7], [0.2, -0.1, 0.3], [0.2, -0.3, 0.6], [-0.2, 0.4, -0.8], [-0.2, -0.3, 1.3], [0.6, 2.8, -1.9], [-0.4, 2.0, 1.0], [-0.3, 0.0, 1.1], [-0.6, -2.3, 1.4], [0.1, -0.9, 0.3], [0.2, -0.3, -0.3], [0.4, 0.1, 0.5], [1.1, -0.8, -0.3], [-0.2, -0.6, -0.8], [0.7, -0.1, -0.1], [-2.1, -0.3, -1.1], [0.8, -0.1, 0.7], [-1.4, 1.3, 0.9], [-0.8, -1.0, -0.9], [-0.3, -0.5, -0.4], [-0.7, 0.4, -0.2], [-1.3, 0.8, -0.7], [1.2, 0.9, 1.4], [-0.1, -0.2, -0.6], [0.8, 0.4, 0.2], [2.6, 0.5, 0.8], [-1.8, 0.6, -0.3], [0.1, -0.1, 0.4], [3.4, 1.3, 0.6], [-1.8, -0.1, -1.0], [1.7, 0.2, 2.3], [-0.5, 0.3, -1.8], [-0.5, 0.1, 2.0], [0.6, -0.1, -1.9], [0.6, -0.4, 0.0], [1.4, 0.1, 0.4], [-0.3, -0.3, 0.6], [-0.2, 0.1, 0.3], [-0.2, -0.2, 0.3], [-0.6, -1.2, -1.4], [0.8, -0.2, 0.2], [-1.6, -0.7, -0.3], [-0.7, -0.4, 0.0], [0.2, -0.4, -0.1], [-0.1, 0.2, 0.0], [-0.4, 0.4, -0.8], [-0.5, -1.6, -0.1], [0.5, 1.6, -0.7], [1.0, 0.5, 1.8], [1.3, 0.7, -0.4], [-0.3, -0.7, 1.8], [-0.4, -0.1, 0.7], [-0.1, 0.2, -0.7], [-0.6, -0.2, -0.9], [-0.9, -0.1, -0.9], [0.2, -0.1, -0.1]],
  "total_charge": 2,
  "homo_lumo_gap_ha": 0.2734,
  "molar_mass_da": 851.99,
  "de_lowest_kcal_mol": 6.2,
  "e_lumo_ev": -5.74
}